171
Properties=species:S:1:pos:R:3:lowdin_charge:R:1 method="wB97M-V/def2-TZVPD" smiles="C[C@@H](O)COP(CCCSC(=S)n1ccnc1)COO.CCCC#N.CCCC#N.CCCC#N.CCCC#N.CCCC#N.CCCC#N.CCCC#N.CCCC#N.CCCC#N.CCCC#N.CCCC#N" lumo_energy_ev=-0.876 e_tot_ha=-4303.38421 gap_ev=7.2075
C 0.07049 1.60261 -0.99390 -0.071
C -0.86081 0.41088 -0.36993 -0.353
O -0.07379 -0.39226 0.54108 -0.096
C -2.10643 1.14554 0.38645 -0.215
O -3.07012 0.12093 0.74999 -0.422
P -4.69231 0.57739 0.41528 0.997
C -5.69800 -0.25459 1.82960 -0.309
C -4.84812 -0.21493 3.22947 -0.279
C -4.46739 -1.70693 3.68567 -0.491
S -2.87988 -1.85768 4.62779 0.827
C -3.23209 -2.25298 6.41351 -0.990
S -4.55803 -1.54043 7.14211 0.645
N -2.34560 -3.14605 7.18646 -0.172
C -1.48658 -2.65554 8.27341 -0.049
C -0.63935 -3.81745 8.86241 -0.065
N -1.09669 -4.96982 8.07337 -0.013
C -2.09699 -4.57236 7.11063 -0.095
C -5.00252 2.42559 0.67696 -0.355
O -4.32255 2.97611 1.84178 -0.244
O -4.45012 4.33950 1.68115 -0.084
H 0.22734 1.42930 -2.13077 0.044
H 1.11082 1.47549 -0.52084 0.067
H -0.33791 2.64483 -0.77121 0.080
H -1.31614 -0.17959 -1.23307 0.142
H 0.31796 0.27150 1.16669 0.037
H -2.48718 1.92998 -0.34894 0.114
H -1.66908 1.56359 1.35476 0.142
H -6.60088 0.44575 2.01280 0.092
H -6.01086 -1.31798 1.55897 0.049
H -5.54442 0.21303 4.04724 0.111
H -3.96401 0.50016 3.13392 0.090
H -5.34554 -2.10449 4.31398 0.084
H -4.35828 -2.32872 2.72196 0.068
H -1.42116 -1.58858 8.66032 0.093
H 0.13621 -3.79089 9.68892 0.096
H -2.61378 -5.29828 6.39944 0.120
H -4.56403 2.97980 -0.24216 0.094
H -6.12699 2.70859 0.67749 0.115
H -3.64411 4.78621 2.03630 0.083
C 1.42332 -1.50246 -4.76517 -0.109
C 2.90565 -1.14612 -4.78458 -0.278
C 3.37243 -0.46700 -3.49508 -0.186
C 2.61635 0.81350 -3.28942 -0.174
N 2.02100 1.82178 -3.12650 0.133
H 0.79578 -0.61123 -4.68026 0.071
H 1.14306 -2.00912 -5.69148 0.054
H 1.19118 -2.16875 -3.92825 0.076
H 3.10145 -0.49185 -5.63959 0.097
H 3.48863 -2.05951 -4.93800 0.106
H 4.44251 -0.24438 -3.55352 0.041
H 3.20808 -1.12242 -2.63437 0.120
C -4.18261 -4.98135 -1.29799 -0.114
C -3.53884 -3.61671 -1.52129 -0.261
C -4.00441 -2.56553 -0.51110 -0.195
C -5.49379 -2.37658 -0.62526 -0.261
N -6.66369 -2.23716 -0.71833 0.142
H -5.26773 -4.94037 -1.42337 0.069
H -3.79982 -5.70492 -2.02199 0.072
H -3.96571 -5.35751 -0.29340 0.076
H -3.76582 -3.27979 -2.53780 0.114
H -2.45210 -3.72070 -1.45187 0.111
H -3.50714 -1.61296 -0.70347 0.070
H -3.75826 -2.87616 0.50826 0.111
C -4.83329 8.72327 2.07527 -0.099
C -3.60482 9.54751 2.44482 -0.272
C -2.30087 8.93726 1.92541 -0.179
C -2.10613 7.56958 2.51481 -0.193
N -1.95392 6.49430 2.98022 0.132
H -4.79909 7.72545 2.52109 0.070
H -5.73953 9.20990 2.44026 0.033
H -4.91937 8.61285 0.99000 0.086
H -3.55927 9.64779 3.53398 0.115
H -3.71597 10.55474 2.03388 0.090
H -1.45321 9.56888 2.20287 0.115
H -2.32145 8.85728 0.83514 0.119
C 4.79526 -4.39745 -8.70090 -0.127
C 5.43646 -3.03288 -8.93307 -0.263
C 4.96315 -1.97668 -7.93210 -0.174
C 3.47767 -1.79044 -8.05010 -0.203
N 2.30944 -1.64479 -8.14924 0.155
H 3.71032 -4.36028 -8.83064 0.074
H 5.18287 -5.12583 -9.41827 0.072
H 5.00902 -4.76617 -7.69173 0.015
H 5.21282 -2.70352 -9.95307 0.096
H 6.52341 -3.13309 -8.85876 0.109
H 5.45868 -1.02251 -8.12934 0.116
H 5.20573 -2.27968 -6.90969 0.111
C 3.38783 3.85659 1.23991 -0.104
C 3.68470 3.68727 2.72661 -0.269
C 4.09905 2.25991 3.09228 -0.181
C 2.99133 1.30436 2.75349 -0.172
N 2.11891 0.55463 2.48756 0.166
H 2.54574 3.23561 0.92350 0.060
H 3.12518 4.89423 1.02107 0.076
H 4.25895 3.59068 0.63314 0.073
H 2.79769 3.97418 3.30027 0.114
H 4.48708 4.37491 3.00971 0.108
H 4.31339 2.19248 4.16188 0.115
H 5.00132 1.96991 2.54692 0.113
C -8.12896 12.12470 5.37171 -0.113
C -8.84344 11.61197 4.12563 -0.270
C -7.94278 10.75488 3.23312 -0.190
C -6.76784 11.56504 2.76369 -0.211
N -5.84607 12.20570 2.39548 0.149
H -7.29164 12.77894 5.11562 0.070
H -8.81630 12.70555 5.99136 0.073
H -7.74625 11.29486 5.97368 0.078
H -9.22278 12.46702 3.55721 0.113
H -9.71032 11.01902 4.43142 0.110
H -8.50212 10.40124 2.36321 0.118
H -7.57910 9.88089 3.78052 0.112
C -1.53686 1.40208 10.06396 -0.119
C -0.32453 2.23944 10.43547 -0.275
C 0.97800 1.62623 9.92285 -0.187
C 1.16178 0.25944 10.51703 -0.209
N 1.30924 -0.81717 10.97919 0.132
H -1.49468 0.40808 10.51722 0.066
H -2.45300 1.88063 10.41804 0.075
H -1.61208 1.28321 8.97850 0.077
H -0.28743 2.34693 11.52417 0.113
H -0.43618 3.24477 10.01886 0.109
H 1.82660 2.25734 10.19876 0.113
H 0.96001 1.54035 8.83291 0.117
C 2.58197 1.44156 -10.09670 -0.119
C 2.23223 1.67799 -11.56132 -0.273
C 2.20153 0.38478 -12.37925 -0.185
C 3.55247 -0.27179 -12.34815 -0.206
N 4.61549 -0.78693 -12.32362 0.126
H 3.58386 1.01892 -9.98512 0.063
H 2.56476 2.38449 -9.54456 0.074
H 1.86643 0.75951 -9.62832 0.061
H 2.95991 2.37302 -11.99264 0.110
H 1.25254 2.16122 -11.62027 0.108
H 1.93426 0.60188 -13.41661 0.112
H 1.45802 -0.30775 -11.97538 0.118
C 8.74623 -0.91792 -2.05703 -0.112
C 8.28984 0.34353 -1.33144 -0.270
C 6.78777 0.60122 -1.47261 -0.174
C 6.43281 0.77534 -2.92126 -0.197
N 6.15337 0.91230 -4.06125 0.156
H 8.57900 -0.84568 -3.13478 0.071
H 9.81646 -1.07697 -1.90513 0.074
H 8.21477 -1.79879 -1.68415 0.079
H 8.85082 1.19913 -1.72057 0.113
H 8.53763 0.25247 -0.26983 0.109
H 6.50809 1.50558 -0.92619 0.111
H 6.21403 -0.23431 -1.06155 0.120
C 3.99414 -9.63816 -7.99457 -0.113
C 5.47617 -9.27874 -8.01670 -0.272
C 5.94236 -8.59516 -6.72911 -0.180
C 5.18296 -7.31536 -6.52599 -0.174
N 4.58545 -6.30835 -6.36875 0.143
H 3.36487 -8.74833 -7.91142 0.071
H 3.71347 -10.14827 -8.91916 0.073
H 3.76420 -10.30235 -7.15592 0.078
H 5.67008 -8.62614 -8.87392 0.110
H 6.06106 -10.19071 -8.16802 0.108
H 7.01034 -8.37038 -6.78810 0.114
H 5.78048 -9.24791 -5.86703 0.117
C -1.00187 -8.29044 7.45511 -0.115
C -1.35389 -8.03112 5.99470 -0.284
C -1.38118 -9.30848 5.15152 -0.190
C -0.02830 -9.96103 5.16688 -0.212
N 1.03603 -10.47309 5.17905 0.124
H 0.00199 -8.71048 7.55936 0.072
H -1.02287 -7.35623 8.02186 0.034
H -1.71487 -8.98366 7.91303 0.077
H -0.62926 -7.32567 5.57546 0.113
H -2.33603 -7.55088 5.94567 0.091
H -1.65079 -9.07196 4.11893 0.111
H -2.12177 -10.01131 5.54277 0.115